[1]
ORCA calculation (ωB97M-V with the def2-TZVPD basis set) on C7H21AgF6MnN9O13S2 as an isolated structure at a distorted geometry.

Structure (XYZ):
```
60
Properties=species:S:1:pos:R:3:forces:R:3
Mn -1.6246 1.3415 -4.2449 1.23 -1.04 1.87
Ag -3.9737 0.8854 0.2088 -0.17 0.03 0.02
C -0.4261 2.8190 1.5081 -0.48 0.25 1.93
F -1.0700 3.2423 0.4343 0.71 0.03 -0.45
F 0.7101 2.1813 1.2337 -0.75 -0.36 -0.68
F -0.1016 3.7943 2.3251 -0.14 0.35 -0.37
S -1.6810 1.7028 2.4563 -0.60 -2.06 -0.40
O -1.3728 0.3476 1.9747 -0.70 1.05 -0.60
O -1.5610 1.8199 3.8792 0.36 0.50 -1.28
N -3.2588 2.1536 1.7741 5.10 -4.68 -1.00
S -3.7302 3.3734 2.4892 -3.90 8.37 1.62
O -2.7356 4.3519 2.8641 1.02 -1.50 0.60
O -4.7301 4.1142 1.6845 0.22 -2.98 1.16
C -4.3834 2.6341 4.1743 1.15 0.82 -2.25
F -3.4181 2.7037 5.0511 -0.42 0.09 0.81
F -5.3791 3.3882 4.5190 -1.13 -0.14 0.63
F -4.6997 1.3485 3.9564 -0.48 0.31 0.42
O -0.1652 -0.6696 -0.7760 -0.58 0.28 -0.52
C -1.1715 -0.1769 -1.4733 -3.09 0.60 -1.18
O -2.2974 -0.0801 -0.9047 1.40 -0.35 -0.54
O -0.9960 0.1280 -2.6695 0.51 0.75 -2.72
H -0.7775 -0.5693 -0.0435 0.87 -0.97 3.36
O -2.6872 -0.3946 -5.0064 0.44 0.81 0.18
H -2.3355 -1.2129 -4.6557 0.26 -0.41 0.48
H -3.2853 -0.6689 -5.7016 -0.42 0.22 -0.54
O -0.3050 2.8588 -3.3625 -1.73 -0.05 -0.96
H -0.5199 3.7604 -3.6014 -0.09 0.64 0.01
H 0.5867 2.9079 -3.0178 1.06 -0.98 0.14
C -0.6426 -3.9001 0.5769 0.50 -0.40 -0.93
O -0.7663 -4.4519 -0.5206 0.01 0.64 0.99
N 0.3106 -4.0363 1.4729 4.52 -2.69 1.78
N -1.3128 -2.8796 1.0787 -5.00 3.63 -0.91
H 0.3614 -3.4686 2.3067 -0.14 -0.25 -0.31
H 0.9312 -4.8321 1.5123 -0.19 -0.06 -0.33
H -2.1925 -2.6409 0.6438 0.05 -0.03 -0.32
H -1.3503 -2.5620 2.0367 0.36 -0.68 -0.05
C 2.1843 -0.2083 2.2093 1.11 0.25 2.64
O 3.2040 -0.2899 1.6060 3.63 0.46 -3.23
N 2.0555 0.3169 3.3841 -0.13 2.43 3.45
N 1.1432 -0.8664 1.8957 -4.63 -4.57 -4.15
H 2.7728 0.9144 3.7697 -0.32 -0.19 0.11
H 1.1713 0.1441 3.8405 0.47 0.66 0.48
H 0.2111 -0.9912 2.2641 0.48 0.99 0.38
H 1.2901 -1.3827 1.0402 -0.31 -0.06 0.20
C 2.7757 -3.2696 -2.6071 0.92 3.45 3.00
O 2.5096 -3.6496 -3.7325 -0.41 -2.24 -4.22
N 1.7768 -2.9117 -1.8681 -2.47 0.00 1.55
N 3.9401 -2.8785 -2.1682 2.65 -0.63 -0.92
H 0.8221 -2.9340 -2.1970 -0.17 -0.36 0.37
H 1.9943 -2.7410 -0.8967 -0.64 -0.16 0.23
H 4.7053 -2.8574 -2.8271 0.29 -0.27 0.27
H 4.1433 -2.6784 -1.1992 -0.20 0.06 -0.04
C 2.8989 0.9231 -2.5035 -1.65 1.17 0.44
O 2.1335 1.3125 -3.3425 -2.30 0.78 -3.74
N 4.1629 1.1338 -2.5393 3.82 0.52 -0.80
N 2.4328 0.4857 -1.3807 -0.99 -2.55 3.80
H 4.6828 0.9735 -1.6884 0.50 0.42 -0.55
H 4.3874 1.8042 -3.2606 0.91 -0.06 0.36
H 1.5880 -0.0678 -1.3848 0.08 0.57 0.28
H 3.0649 0.4051 -0.5970 -0.38 -0.43 0.44
```
Positions in Å, forces in eV/Å.

## Properties
Expectation value of S²: 12.009
Net charge: +2
2S+1: 7
HOMO energy (spin up / spin down) in eV: -13.8 / -13.8

Quick look at the Mulliken charges, all values in e:
1. Mn 1.1455
2. Ag 0.5902
3. C 0.7087
4. F -0.2269
5. F -0.1947
6. F -0.1809
7. S 0.8164
8. O -0.7008
9. O -0.6186
10. N -0.1432
11. S 0.8009
12. O -0.6051
13. O -0.6956
14. C 0.6896
15. F -0.1683
16. F -0.1981
17. F -0.2367
18. O 0.3558
19. C 0.7181
20. O -0.5188
21. O -0.3765
22. H -0.3638
23. O -0.4709
24. H 0.3075
25. H 0.3194
26. O -0.4114
27. H 0.3201
28. H 0.3085
29. C 0.5353
30. O -0.6702
31. N -0.2654
32. N -0.2920
33. H 0.1601
34. H 0.2390
35. H 0.1500
36. H 0.2048
37. C 0.6483
38. O -0.7300
39. N -0.3536
40. N 0.1743
41. H 0.2606
42. H 0.1638
43. H 0.1274
44. H -0.3767
45. C 0.8369
46. O -0.2031
47. N -0.0525
48. N -0.3031
49. H 0.1478
50. H 0.0164
51. H 0.2311
52. H 0.2201
53. C 0.6448
54. O -0.7497
55. N -0.4129
56. N 0.2026
57. H 0.1951
58. H 0.2948
59. H -0.1654
60. H 0.1511

[2]
ORCA calculation (ωB97M-V with the def2-TZVPD basis set) on an isolated ion of composition C5H11N2O and charge -1 at a distorted geometry.

Structure (XYZ):
```
19
Properties=species:S:1:pos:R:3:forces:R:3
C 1.8294 -0.1444 0.7738 -1.65 1.33 -1.33
O 2.0210 0.5035 -0.4673 1.71 0.06 0.33
C 0.3409 -0.5079 0.7955 0.34 -4.53 3.01
C -0.6555 0.5253 0.4787 -0.47 2.44 -1.09
C -1.1562 0.4108 -0.9888 -0.52 0.54 0.47
C -2.5128 0.6154 -1.2090 0.37 -0.10 0.57
N -0.1348 0.1868 -1.7870 0.75 -0.46 -0.89
N 0.1094 -1.3307 2.1233 0.39 1.32 0.36
H 2.0201 0.6066 1.5570 0.24 -0.47 0.20
H 2.4232 -1.0599 0.8790 0.11 0.18 0.21
H 0.2357 -1.4341 0.2345 -0.02 0.92 -1.67
H -1.5318 0.6867 1.1062 0.16 -0.78 0.46
H -0.1247 1.5005 0.5343 -0.13 -0.29 -0.09
H -3.0884 0.2130 -2.0290 0.24 0.33 -0.45
H -3.0592 1.1125 -0.4115 -0.21 -0.41 0.03
H 1.2538 0.3179 -1.1184 -0.45 -0.11 0.09
H -0.2537 0.3569 -2.7784 -0.67 -0.17 0.09
H -0.7708 -1.1736 2.5946 -0.12 0.29 -0.26
H 0.1492 -2.3125 1.9046 -0.08 -0.09 -0.05
```
Positions in Å, forces in eV/Å.

## Properties
Net charge: -1
HOMO energy in eV: -2.3

Quick look at the Mulliken charges, all values in e:
1. C -0.6752
2. O -0.6038
3. C 0.1810
4. C -0.7691
5. C 0.4953
6. C -1.0427
7. N -0.7085
8. N -0.7772
9. H 0.3188
10. H 0.2338
11. H 0.2443
12. H 0.3266
13. H 0.2271
14. H 0.2920
15. H 0.2291
16. H 0.4037
17. H 0.1566
18. H 0.2139
19. H 0.2544

[3]
ORCA calculation (ωB97M-V with the def2-TZVPD basis set) on C4H9N as an isolated structure at a distorted geometry.

Structure (XYZ):
```
14
Properties=species:S:1:pos:R:3:forces:R:3
C -1.3567 0.6703 -0.7068 0.12 3.55 -0.01
C 0.0176 0.1275 -0.7301 -1.70 -1.51 -0.70
C 0.0014 -1.2009 0.0634 2.65 -2.25 -0.55
C 0.6489 -0.3369 1.1361 2.79 -2.38 0.89
H -1.8026 0.8244 0.2662 0.14 0.11 0.51
H -2.0248 0.0801 -1.2335 -1.18 -1.41 -1.20
H -1.3317 1.6584 -1.2542 -0.31 -0.66 0.69
H 0.2080 0.0527 -1.7982 1.06 0.01 -0.02
H -0.8366 -1.8793 0.3598 0.02 1.35 -0.53
H 0.7680 -1.9529 -0.3379 -0.85 1.12 0.30
H 1.5575 -0.7675 1.6745 -1.06 0.43 -0.63
H -0.0861 -0.2089 1.8648 -1.17 1.32 1.40
H 0.7022 1.5955 0.5709 -0.10 0.85 -0.25
N 0.9971 0.7197 0.1874 -0.40 -0.51 0.10
```
Positions in Å, forces in eV/Å.

## Properties
HOMO energy in eV: -9.2

Quick look at the Mulliken charges, all values in e:
1. C -1.5117
2. C 0.3914
3. C -0.6007
4. C -0.4779
5. H 0.3959
6. H 0.4121
7. H 0.2975
8. H 0.3103
9. H 0.2765
10. H 0.2420
11. H 0.2736
12. H 0.2803
13. H 0.2601
14. N -0.5494

[4]
ORCA calculation (ωB97M-V with the def2-TZVPD basis set) on C26H51HoN2OP2 as an isolated structure at a distorted geometry.

Structure (XYZ):
```
83
Properties=species:S:1:pos:R:3:forces:R:3
Ho 0.1899 -0.0301 0.5342 1.43 0.33 -1.59
P 1.8708 1.8398 1.7680 -0.06 0.16 -0.22
P -0.1179 0.1773 -3.2641 0.38 -0.90 -0.28
N -0.6050 1.9352 0.2146 -0.01 -0.19 -0.33
C 0.6017 3.1501 2.0928 0.38 0.22 0.38
H 0.3058 3.0394 3.1466 0.16 0.14 -0.20
H 1.0788 4.1347 1.9822 -0.17 -0.25 0.22
C -0.6482 3.0580 1.1884 -0.37 -0.47 -0.61
H -1.5397 2.9387 1.8260 0.29 0.04 -0.20
H -0.7818 4.0116 0.6487 0.04 -0.32 0.18
C -0.3802 2.3507 -1.1778 0.58 0.86 0.23
H 0.7056 2.4615 -1.3785 -0.34 -0.01 -0.25
H -0.7908 3.3717 -1.2878 0.08 -0.39 -0.12
C -1.0106 1.5046 -2.3169 0.05 0.42 0.09
H -1.2773 2.2285 -3.1074 0.15 -0.34 0.15
H -1.9737 1.1012 -1.9597 0.37 -0.05 -0.21
C -1.1994 -1.2884 -2.9618 0.05 0.21 -0.03
C -1.3369 -1.5881 -1.4528 0.07 -0.13 0.00
H -1.7285 -0.7178 -0.8781 0.11 -0.38 -0.30
H -0.3781 -1.9669 -1.0372 -0.45 0.16 -0.33
H -2.0691 -2.3918 -1.3037 0.13 0.20 -0.11
C -0.1477 0.6784 -5.0127 -0.17 0.36 -0.26
C 0.8388 -0.0829 -5.9095 0.05 -0.17 -0.04
H 0.7407 0.2974 -6.9351 0.05 -0.08 0.28
H 0.6324 -1.1609 -5.9384 0.07 0.30 -0.01
H 1.8797 0.0693 -5.6023 -0.19 -0.04 -0.07
C 2.9806 2.5578 0.4626 -0.20 -0.10 -0.03
C 4.0133 1.5275 -0.0126 0.12 -0.03 -0.14
H 4.6279 1.9859 -0.8010 -0.08 -0.14 0.23
H 3.5322 0.6395 -0.4472 0.09 0.19 0.18
H 4.6861 1.2102 0.7968 -0.15 0.17 -0.28
C 2.7829 1.6007 3.3551 -0.16 0.10 -0.02
C 3.5690 0.2821 3.3543 0.08 -0.04 0.17
H 3.9802 0.1164 4.3596 -0.02 0.01 -0.26
H 4.4078 0.3022 2.6456 -0.24 -0.01 0.24
H 2.9351 -0.5822 3.1129 0.13 0.20 -0.02
C 1.5704 -0.3995 -2.8349 0.99 0.65 -0.43
C -1.5631 0.6848 -5.6055 -0.08 0.01 -0.09
H -1.9895 -0.3262 -5.6599 0.12 0.23 0.00
H -2.2488 1.3269 -5.0412 0.06 -0.14 -0.08
H -1.5111 1.0806 -6.6277 -0.06 -0.11 0.24
C 3.6152 3.9048 0.8019 0.26 0.19 -0.17
H 4.0497 4.3162 -0.1208 -0.09 -0.03 0.25
H 2.8881 4.6357 1.1745 0.21 -0.13 -0.05
H 4.4286 3.8098 1.5301 -0.26 0.06 -0.26
C 3.6511 2.7782 3.8023 0.17 0.03 0.44
H 3.8940 2.6412 4.8655 0.00 0.07 -0.24
H 4.6046 2.8178 3.2600 -0.31 -0.05 0.13
H 3.1430 3.7460 3.7098 0.12 -0.22 -0.04
C -0.7330 -2.5232 -3.7356 -0.08 -0.33 -0.01
H 0.2711 -2.8437 -3.4261 -0.25 0.14 -0.08
H -1.4245 -3.3509 -3.5247 0.18 0.15 -0.08
H -0.7359 -2.3729 -4.8237 0.00 0.02 0.36
H -2.1860 -0.9751 -3.3440 0.21 -0.06 0.14
H 1.9574 1.5054 4.0839 0.16 -0.02 -0.17
H 0.1987 1.7259 -4.9551 -0.06 -0.21 -0.01
H 2.2860 2.7324 -0.3790 0.17 -0.08 0.30
O 1.5924 -0.5082 -1.4431 -0.91 -0.26 0.00
H 2.4273 0.1100 -3.3290 -0.36 2.42 1.13
H 2.0322 -1.1062 -3.6444 -2.13 -1.53 1.70
C -4.1051 -2.1343 3.4985 -0.15 0.19 0.35
N -4.1596 -2.9903 2.2851 0.33 -0.41 -0.23
C -5.5459 -3.0920 1.7532 -0.13 -0.07 -0.10
C -3.1667 -2.5585 1.2092 -0.34 -0.09 -0.22
C -1.7946 -2.5443 1.8017 1.14 -1.31 0.44
C -1.2516 -3.7510 2.2876 -0.29 0.48 0.06
C -0.0533 -3.7269 3.0087 0.12 -0.39 -0.01
C 0.5772 -2.5229 3.3107 -0.26 0.82 0.24
C 0.0231 -1.3049 2.8207 0.43 -2.24 0.48
C -1.0610 -1.3804 1.9480 -1.30 1.75 0.03
H -4.2962 -1.0982 3.2023 0.08 -0.22 0.06
H -3.1257 -2.2272 3.9705 -0.16 0.08 -0.15
H -4.8852 -2.4796 4.1834 0.18 0.12 -0.10
H -3.8556 -3.9359 2.5628 -0.18 0.37 -0.02
H -5.8643 -2.0982 1.4253 0.04 -0.21 0.09
H -5.5475 -3.7898 0.9110 -0.06 0.16 0.16
H -6.1961 -3.4578 2.5529 0.08 0.09 -0.24
H -3.2811 -3.2874 0.3963 -0.06 0.08 0.20
H -3.4970 -1.5744 0.8572 0.17 -0.15 0.16
H -1.7671 -4.7002 2.0973 0.30 0.15 0.13
H 0.3738 -4.6701 3.3602 -0.10 0.37 -0.13
H 1.4770 -2.5072 3.9320 -0.36 -0.11 -0.10
H 0.4100 -0.3393 3.1887 0.23 -0.30 -0.51
```
Positions in Å, forces in eV/Å.

## Properties
Expectation value of S²: 6.005
Net charge: +2
2S+1: 5
HOMO energy (spin up / spin down) in eV: -12.9 / -13.0

Quick look at the Mulliken charges, all values in e:
1. Ho 0.2782
2. P 0.6695
3. P 1.2507
4. N -0.0290
5. C -0.6548
6. H 0.4199
7. H 0.4625
8. C -0.8877
9. H 0.3407
10. H 0.2893
11. C -0.7215
12. H 0.0473
13. H 0.6973
14. C -1.3898
15. H 0.7913
16. H 0.4206
17. C -0.1274
18. C -1.3340
19. H 0.2637
20. H 0.4195
21. H 0.5032
22. C 0.4961
23. C -1.3248
24. H 0.4515
25. H 0.2517
26. H 0.3549
27. C 1.2300
28. C -1.5677
29. H 0.4617
30. H 0.1971
31. H 0.2055
32. C 0.7092
33. C -1.1153
34. H 0.4627
35. H 0.2145
36. H 0.0724
37. C -1.1076
38. C -1.4584
39. H 0.2967
40. H 0.3479
41. H 0.4838
42. C -1.5417
43. H 0.4265
44. H 0.3354
45. H 0.2975
46. C -1.7074
47. H 0.4701
48. H 0.3093
49. H 0.3911
50. C -1.5773
51. H 0.3398
52. H 0.4645
53. H 0.3124
54. H 0.6715
55. H 0.4767
56. H 0.3804
57. H -0.4877
58. O -0.6626
59. H 0.3391
60. H 0.3833
61. C -0.7494
62. N 0.0713
63. C -0.8410
64. C -1.4600
65. C 0.5614
66. C -0.4074
67. C -1.2008
68. C -0.5038
69. C -1.0564
70. C 0.7704
71. H 0.3623
72. H 0.2869
73. H 0.3887
74. H 0.4419
75. H 0.3763
76. H 0.3371
77. H 0.3726
78. H 0.5960
79. H 0.3395
80. H 0.4534
81. H 0.4149
82. H 0.5259
83. H 0.9278

[5]
ORCA calculation (ωB97M-V with the def2-TZVPD basis set) on C4H12N2 as an isolated structure at a distorted geometry.

Structure (XYZ):
```
18
Properties=species:S:1:pos:R:3:forces:R:3
N 3.2944 -1.5252 0.5695 0.02 0.62 0.43
C -2.4861 -0.5578 -0.0750 1.14 -0.20 1.29
C -1.5380 0.4662 -0.7147 -1.17 0.38 -0.53
C -0.8280 1.2300 0.3878 0.83 -0.46 -2.78
C 0.5072 1.0117 0.5264 0.37 3.80 2.27
N 1.5147 0.7871 -0.5354 -1.87 -2.04 1.54
H 2.8177 -1.0287 -0.1761 0.13 -0.61 -0.37
H 2.9014 -1.0619 1.3782 0.23 -0.10 0.43
H -1.8691 -1.1728 0.5949 -0.06 -0.09 -0.12
H -2.9523 -1.2522 -0.7527 -0.42 0.10 -0.46
H -3.1807 -0.0904 0.6202 -0.37 0.12 -0.34
H -0.8863 -0.0651 -1.3872 0.54 -0.30 -0.18
H -2.1437 1.0780 -1.3905 0.12 0.36 0.15
H -1.1940 2.2417 0.5187 -0.73 -0.39 2.02
H 0.9566 1.1583 1.5126 0.19 0.61 -0.28
H 0.8228 -0.0250 -0.3934 1.72 -1.60 -2.56
H 1.1920 1.3122 -1.3419 -0.40 -0.23 -0.09
H 3.0715 -2.5064 0.6587 -0.25 0.03 -0.42
```
Positions in Å, forces in eV/Å.

## Properties
HOMO energy in eV: -8.5

Quick look at the Mulliken charges, all values in e:
1. N -0.7006
2. C -1.1952
3. C -0.4362
4. C -0.3436
5. C -0.3325
6. N -0.6514
7. H 0.2837
8. H 0.2332
9. H 0.3251
10. H 0.3455
11. H 0.3384
12. H 0.3411
13. H 0.3213
14. H 0.3108
15. H 0.3909
16. H 0.2994
17. H 0.2539
18. H 0.2161

[6]
ORCA calculation (ωB97M-V with the def2-TZVPD basis set) on C3H4N2 as an isolated structure at a distorted geometry.

Structure (XYZ):
```
9
Properties=species:S:1:pos:R:3:forces:R:3
C -1.3161 -0.1938 -0.6054 5.87 0.66 -2.19
C -0.1896 -0.1487 0.3180 1.19 2.66 -6.96
C 1.1676 0.2994 0.1228 0.87 1.61 1.04
N -2.1528 -0.4999 0.2773 -2.99 -0.13 6.59
N -0.8811 -0.4812 1.3048 -5.06 -3.27 3.73
H -1.4108 -0.2320 -1.6392 -0.15 -0.42 -1.80
H 1.5829 0.8364 0.9684 -0.18 0.29 0.36
H 1.3532 0.8991 -0.7414 -0.52 0.58 -0.64
H 1.8467 -0.4793 -0.0052 0.97 -1.98 -0.12
```
Positions in Å, forces in eV/Å.

## Properties
Expectation value of S²: 2.007
2S+1: 3
HOMO energy (spin up / spin down) in eV: -7.3 / -10.1

Quick look at the Mulliken charges, all values in e:
1. C -0.0880
2. C 0.5747
3. C -1.1194
4. N -0.3320
5. N -0.4046
6. H 0.4116
7. H 0.3216
8. H 0.3092
9. H 0.3267

[7]
ORCA calculation (ωB97M-V with the def2-TZVPD basis set) on C2H3N3S as an isolated structure at a distorted geometry.

Structure (XYZ):
```
9
Properties=species:S:1:pos:R:3:forces:R:3
C -1.4466 -0.0381 0.4747 -0.51 -0.90 -0.55
C -0.0422 0.0235 -0.0069 -1.61 1.30 -0.99
N -2.5558 0.4738 0.2594 -0.47 -0.55 0.06
N -3.6375 0.1688 1.0396 -0.36 6.24 -4.52
N -3.5029 -0.7340 1.8706 0.14 -6.08 4.48
S -2.1183 -1.5102 2.1127 0.77 1.21 -0.87
H 0.2350 0.5600 -0.9458 -1.26 -0.17 0.38
H 0.2250 0.6941 0.7643 2.27 0.08 1.16
H 0.3396 -0.9442 -0.1573 1.03 -1.13 0.84
```
Positions in Å, forces in eV/Å.

## Properties
Expectation value of S²: 2.021
2S+1: 3
HOMO energy (spin up / spin down) in eV: -6.4 / -9.2

Quick look at the Mulliken charges, all values in e:
1. C 0.4000
2. C -0.7853
3. N -0.0795
4. N -0.3727
5. N -0.1096
6. S 0.0687
7. H 0.2970
8. H 0.2770
9. H 0.3044

[8]
ORCA calculation (ωB97M-V with the def2-TZVPD basis set) on one molecule with the formula C2H5NS at a distorted geometry.

Structure (XYZ):
```
9
Properties=species:S:1:pos:R:3:forces:R:3
C 0.2537 -1.1580 1.6214 -0.51 -3.40 -0.16
N 0.0330 -0.3145 0.7354 -0.38 0.94 0.15
S -0.5394 -0.6314 -0.8135 1.01 1.14 0.35
C -0.1411 1.0972 -1.3165 -0.54 -1.16 -0.44
H 0.4528 -0.8344 2.6274 0.42 0.15 0.27
H 0.1564 -2.3152 1.4381 0.16 1.95 0.43
H -0.8371 1.7830 -0.8393 -0.14 -0.05 -0.32
H -0.2491 0.9760 -2.3900 -0.10 0.87 -0.28
H 0.8710 1.3975 -1.0628 0.09 -0.42 0.01
```
Positions in Å, forces in eV/Å.

## Properties
HOMO energy in eV: -8.6

Quick look at the Mulliken charges, all values in e:
1. C -0.2185
2. N -0.3140
3. S 0.0138
4. C -0.7485
5. H 0.2639
6. H 0.1663
7. H 0.2692
8. H 0.3018
9. H 0.2660